[1]
Computed, not measured: a structure of composition C29H39N6O3S5SbSn, with ωB97M-V with the def2-TZVPD basis set.

- LUMO (hartree) = -0.0191
- Kohn-Sham gap (eV) = 5.82

The geometry in ORCA input format:
```
! wB97M-V def2-TZVPD RIJCOSX def2/J DEFGRID3
* xyz 0 1
Sn 0.1890 0.3421 0.0845
S 4.3544 1.7509 2.2071
Sb 3.0895 -0.1064 1.7939
S 0.8053 0.3209 2.5063
S 2.5734 0.0773 -0.6044
S 3.6306 -2.2208 2.4270
C -0.4828 5.2092 0.7594
C -0.5844 3.6738 0.5953
N 0.7384 3.1060 0.4993
C 1.5107 3.4380 1.6758
C 1.7075 4.9607 1.7666
N 0.9498 5.5786 0.6470
C 1.4962 5.1186 -0.6550
C 1.4093 3.5764 -0.6884
H -0.8408 5.5279 1.7400
H -1.0462 5.7405 -0.0101
H -1.1360 3.4027 -0.3051
H -1.0821 3.2205 1.4546
H 2.4907 2.9407 1.6264
H 0.9924 3.0411 2.5490
H 2.7609 5.2283 1.6713
H 1.3312 5.3634 2.7081
H 1.0418 6.5959 0.7023
H 2.5275 5.4635 -0.7400
H 0.9009 5.5680 -1.4525
H 2.4012 3.1212 -0.7183
H 0.8435 3.2338 -1.5569
O -1.5864 -0.1499 -2.4260
C -0.7908 0.8515 -2.7368
O -0.9723 1.9748 -2.3291
C 0.3854 0.4410 -3.6028
N 0.0834 -0.8627 -4.1679
C -0.6206 -0.6031 -5.4218
C -0.1958 0.7995 -5.9206
C 0.6216 1.4087 -4.7712
H 1.2463 0.3893 -2.9276
H -1.1828 -0.9500 -2.8491
H 0.9363 -1.3878 -4.3176
H -1.6975 -0.6164 -5.2206
H -0.4101 -1.3903 -6.1451
H -1.0777 1.4008 -6.1357
H 0.3926 0.7288 -6.8328
H 0.2915 2.4135 -4.5140
H 1.6833 1.4474 -5.0084
S -5.0231 0.7125 0.3748
C -3.3866 0.1462 0.2019
N -2.5847 0.4268 1.1510
C -3.2010 1.1175 2.1551
C -2.6120 1.5377 3.3450
C -3.3817 2.2334 4.2532
C -4.7265 2.5068 3.9995
C -5.3361 2.0765 2.8368
C -4.5667 1.3848 1.9155
H -3.0917 -0.3924 -0.6722
H -1.5777 1.2899 3.5311
H -2.9429 2.5595 5.1846
H -5.3073 3.0569 4.7251
H -6.3820 2.2660 2.6488
C 0.9590 -5.8124 2.2514
N 0.1947 -4.7171 1.7303
N 0.5929 -3.9706 0.6468
C -0.1537 -2.8283 0.5918
O -0.0788 -2.0069 -0.3557
C -1.0108 -2.8600 1.7166
C -0.7494 -4.0167 2.3974
C -1.3819 -4.5361 3.6346
C 1.5411 -4.4353 -0.2915
C 1.3012 -5.6262 -0.9713
C 2.2476 -6.1110 -1.8554
C 3.4267 -5.4128 -2.0603
C 3.6440 -4.2111 -1.4082
C 2.7028 -3.7157 -0.5244
H 1.6822 -6.1335 1.5063
H 0.2945 -6.6457 2.4884
H 1.5004 -5.5092 3.1506
H -1.6946 -2.0788 1.9745
H -2.2004 -3.8807 3.9215
H -0.6616 -4.5715 4.4509
H -1.7727 -5.5425 3.4806
H 0.3806 -6.1684 -0.8038
H 2.0657 -7.0365 -2.3830
H 4.1716 -5.8065 -2.7353
H 4.5558 -3.6579 -1.5678
H 2.8869 -2.7987 0.0088
*
```

From a Mulliken analysis of the wavefunction, the atomic charges in e read:
1 Sn 1.68
2 S -0.70
3 Sb 0.63
4 S -0.79
5 S -0.83
6 S -0.60
7 C -1.02
8 C -0.12
9 N 0.81
10 C 0.32
11 C -0.90
12 N 0.05
13 C -0.85
14 C -0.20
15 H 0.38
16 H 0.34
17 H 0.44
18 H -0.04
19 H -0.78
20 H 0.53
21 H 0.34
22 H 0.32
23 H 0.27
24 H 0.32
25 H 0.37
26 H 0.57
27 H -0.11
28 O -0.28
29 C -0.30
30 O -0.71
31 C 1.67
32 N -0.62
33 C -0.67
34 C -0.68
35 C -0.88
36 H -0.32
37 H 0.37
38 H 0.36
39 H 0.15
40 H 0.49
41 H 0.33
42 H 0.33
43 H 0.23
44 H 0.47
45 S -0.30
46 C -0.31
47 N 0.07
48 C -0.60
49 C -0.21
50 C -0.80
51 C -0.47
52 C -0.48
53 C 0.78
54 H 0.45
55 H 0.40
56 H 0.44
57 H 0.38
58 H 0.41
59 C -1.05
60 N 0.10
61 N 0.90
62 C 0.12
63 O -0.64
64 C -0.53
65 C 0.51
66 C -1.70
67 C -0.38
68 C 0.20
69 C -0.59
70 C -0.44
71 C -1.02
72 C 0.11
73 H 0.41
74 H 0.33
75 H 0.34
76 H 0.31
77 H 0.37
78 H 0.34
79 H 0.35
80 H 0.50
81 H 0.38
82 H 0.41
83 H 0.46
84 H 0.06

=====

[2]
Computed, not measured: a structure of composition C29H40CeN2O2P3, with ωB97M-V with the def2-TZVPD basis set.

- LUMO (alpha / beta) (hartree) = 0.0170 / 0.0168
- Kohn-Sham gap (alpha / beta) (eV) = 5.34 / 6.43
- <S²> = 0.7516

The geometry in ORCA input format:
```
! wB97M-V def2-TZVPD RIJCOSX def2/J DEFGRID3
* xyz 0 2
C 0.0618 -4.2440 -0.3339
C 0.3199 -2.8782 -0.4579
N -0.4768 -1.9471 0.1245
C -1.4373 -2.3707 0.9800
C -1.6745 -3.7257 1.2079
C -0.9476 -4.6868 0.5122
C 1.4957 -2.4835 -1.3240
P 2.3887 -0.9276 -0.8371
Ce -0.1093 0.5873 -0.4964
P -2.4862 0.3082 1.1480
C -2.3078 -1.4186 1.7868
O 0.6536 -2.0568 -4.0968
O 0.2107 0.6100 -3.6513
H 0.6826 -4.9312 -0.9052
H -2.4523 -3.9893 1.9197
H -1.1643 -5.7455 0.6289
C 3.7356 -1.5911 0.2121
C 3.3603 -0.6571 -2.3625
H -3.3271 -1.8372 1.8597
H -1.9125 -1.3433 2.8177
H 1.1677 -2.3657 -2.3956
H 2.2404 -3.2969 -1.2946
C -2.8827 1.2023 2.6829
C -4.1552 0.2342 0.3949
H -0.6692 0.9099 -3.3062
H 0.5262 1.3565 -4.1989
H 0.3762 -1.1094 -4.1067
H -0.1569 -2.5718 -4.2428
H 0.4392 0.4650 1.2566
H -1.5326 0.8927 -1.6027
H 4.4779 -2.1385 -0.3867
H 4.2306 -0.7396 0.7016
H 3.3282 -2.2542 0.9854
H 4.0660 -1.4813 -2.5276
H 2.7018 -0.5623 -3.2323
H 3.9210 0.2768 -2.2369
H -4.9120 0.0534 1.1723
H -4.3408 1.2007 -0.0945
H -4.1879 -0.5668 -0.3554
H -3.8665 0.8872 3.0592
H -2.1118 1.0008 3.4379
H -2.8905 2.2774 2.4604
N 0.6058 2.4398 -0.4089
P 0.7769 3.8551 0.3537
C -0.9064 4.3753 0.8059
C -1.9461 4.1625 -0.1189
C -3.2501 4.5778 0.1671
C -3.5328 5.1982 1.3890
C -2.5206 5.3555 2.3377
C -1.2233 4.9144 2.0598
C 1.8486 3.6177 1.7927
C 1.9728 4.5983 2.7946
C 2.7131 4.3438 3.9561
C 3.3958 3.1328 4.0971
C 3.3712 2.1930 3.0578
C 2.6187 2.4463 1.9064
C 1.5065 5.1498 -0.6815
C 0.8741 5.5465 -1.8747
C 1.4498 6.5243 -2.6926
C 2.6698 7.1110 -2.3358
C 3.3150 6.7113 -1.1615
C 2.7433 5.7309 -0.3459
H -1.7443 3.6498 -1.0629
H -4.0391 4.4317 -0.5755
H -4.5442 5.5521 1.5972
H -2.7427 5.8342 3.2944
H -0.4568 4.9980 2.8261
H 1.4920 5.5674 2.6753
H 2.7587 5.0923 4.7498
H 3.9612 2.9189 5.0052
H 3.9397 1.2614 3.1370
H 2.6148 1.7206 1.0880
H -0.0718 5.0880 -2.1667
H 0.9394 6.8344 -3.6071
H 3.1198 7.8694 -2.9767
H 4.2653 7.1659 -0.8763
H 3.2598 5.4151 0.5602
*
```

From a Mulliken analysis of the wavefunction, the atomic charges in e read:
1 C -0.84
2 C 0.80
3 N 0.13
4 C 0.68
5 C -0.85
6 C -0.63
7 C -1.21
8 P 1.04
9 Ce -0.33
10 P 1.01
11 C -1.36
12 O -0.71
13 O -0.54
14 H 0.46
15 H 0.45
16 H 0.41
17 C -1.40
18 C -1.50
19 H 0.47
20 H 0.37
21 H 0.26
22 H 0.47
23 C -1.14
24 C -1.43
25 H 0.28
26 H 0.24
27 H 0.43
28 H 0.30
29 H 0.02
30 H -0.17
31 H 0.40
32 H 0.35
33 H 0.38
34 H 0.47
35 H 0.28
36 H 0.40
37 H 0.43
38 H 0.34
39 H 0.35
40 H 0.41
41 H 0.35
42 H 0.15
43 N -0.10
44 P 1.29
45 C 0.69
46 C -0.48
47 C -0.73
48 C -0.51
49 C -0.78
50 C -0.28
51 C 0.05
52 C -0.11
53 C -0.86
54 C -0.44
55 C -0.55
56 C -0.25
57 C 0.42
58 C -0.49
59 C -0.67
60 C -0.43
61 C -0.71
62 C -0.28
63 H 0.22
64 H 0.43
65 H 0.36
66 H 0.39
67 H 0.28
68 H 0.48
69 H 0.37
70 H 0.38
71 H 0.36
72 H 0.09
73 H 0.35
74 H 0.39
75 H 0.36
76 H 0.39
77 H 0.34

=====

[3]
Computed, not measured: a cluster of 3 separate species, C29H40Cl2FN3O13S in total, with ωB97M-V with the def2-TZVPD basis set.

- SMILES = CNC[C@]1(CCCOC(C)=O)[C@H](CN)[C@@](F)(CCN)OS(=O)(=O)[C@H]1[C@H](Cl)[C@@H](C)Cl.O=C1C=C(O)C(=O)C=C1O.O=C1C=C(O)C(=O)C=C1O
- LUMO (hartree) = -0.0613
- Kohn-Sham gap (eV) = 7.70

The geometry in ORCA input format:
```
! wB97M-V def2-TZVPD RIJCOSX def2/J DEFGRID3
* xyz 0 1
C 0.1125 -2.5717 4.1290
N 0.2881 -1.2717 3.4548
C 0.3685 -1.4088 2.0036
C 0.7183 -0.0939 1.2584
C 2.0505 0.4444 1.8246
C 3.1068 -0.5504 2.3381
C 3.6820 -1.6290 1.4215
O 3.8046 -2.8352 2.2043
C 4.1354 -3.9499 1.4963
C 3.0761 -4.4849 0.5721
O 5.1871 -4.4987 1.6608
C -0.3966 1.0002 1.3677
C -0.4321 1.7959 2.6892
N 0.2996 3.0734 2.5416
C -1.7961 0.4594 1.0711
F -2.2461 -0.2348 2.1941
C -2.8101 1.5414 0.6974
C -4.2402 1.2655 1.1655
N -4.8435 0.0280 0.6452
O -1.7965 -0.5724 0.0671
S -0.7506 -0.4359 -1.1297
O -0.9612 0.8459 -1.7293
O -0.8949 -1.6462 -1.8837
C 0.8298 -0.5007 -0.2703
C 1.9418 0.1665 -1.0962
Cl 1.7824 1.9488 -1.1667
C 2.2791 -0.4165 -2.4887
C 2.2153 -1.9422 -2.5790
Cl 1.3923 0.2935 -3.8614
H 0.8090 -2.6741 4.9596
H 0.2635 -3.3964 3.4282
H -0.9035 -2.6820 4.5181
H -0.5431 -0.7335 3.6511
H -0.5571 -1.8374 1.6078
H 1.1481 -2.1425 1.7792
H 1.8311 1.0567 2.6961
H 2.5121 1.1479 1.1324
H 3.9420 0.0681 2.6781
H 2.7438 -1.0612 3.2302
H 3.0788 -1.8426 0.5377
H 4.6884 -1.3641 1.0852
H 2.9323 -5.5372 0.8169
H 2.1205 -3.9727 0.6676
H 3.4397 -4.4348 -0.4538
H -0.1910 1.7491 0.6000
H -1.4649 1.9784 2.9901
H 0.0397 1.2416 3.4943
H -0.3445 3.8296 2.3521
H 0.7844 3.3051 3.3975
H -2.8219 1.5995 -0.3907
H -2.4777 2.5000 1.0990
H -4.8420 2.1072 0.8082
H -4.3081 1.2678 2.2531
H -4.5154 -0.1397 -0.2986
H -4.5292 -0.7597 1.1974
H 1.0392 -1.5713 -0.2814
H 2.8687 0.0450 -0.5407
H 3.3112 -0.1187 -2.6577
H 1.2911 -2.2784 -3.0426
H 2.3324 -2.4146 -1.6052
H 3.0421 -2.2946 -3.1997
O 5.9537 1.7973 -5.9810
C 6.4403 1.2475 -5.0133
C 5.6819 0.5234 -4.0092
C 6.3290 -0.0317 -2.9785
O 5.7299 -0.7152 -2.0067
C 7.8252 0.0684 -2.8159
O 8.3016 -0.4616 -1.8296
C 8.5865 0.7758 -3.8243
C 7.9409 1.3309 -4.8603
O 8.5421 1.9981 -5.8322
H 4.6104 0.4633 -4.1419
H 6.4462 -1.0045 -1.4059
H 9.6590 0.8338 -3.7063
H 7.8364 2.2925 -6.4399
O -12.0513 1.6726 0.3882
C -10.8513 1.7254 0.1771
C -9.8536 0.9570 0.8795
C -8.5515 1.1063 0.5710
O -7.5981 0.4281 1.1685
C -8.1027 2.0747 -0.5059
O -6.9096 2.1756 -0.7168
C -9.1098 2.8362 -1.2206
C -10.4014 2.6752 -0.9055
O -11.3956 3.3220 -1.4958
H -10.1881 0.2711 1.6448
H -6.7012 0.6517 0.8051
H -8.7787 3.5167 -1.9921
H -12.2121 3.0090 -1.0589
*
```

From a Mulliken analysis of the wavefunction, the atomic charges in e read:
1 C -1.04
2 N -0.15
3 C -2.98
4 C 2.59
5 C -1.42
6 C -1.65
7 C 0.36
8 O -0.37
9 C 0.55
10 C -0.80
11 O -0.57
12 C -0.12
13 C -1.85
14 N -0.51
15 C 0.60
16 F -0.51
17 C -0.78
18 C -1.02
19 N -0.51
20 O -0.52
21 S 1.68
22 O -0.60
23 O -0.78
24 C -0.72
25 C -0.33
26 Cl -0.08
27 C 1.72
28 C -1.35
29 Cl -0.16
30 H 0.29
31 H 0.34
32 H 0.38
33 H 0.38
34 H 0.75
35 H 0.98
36 H 0.43
37 H 0.66
38 H 0.51
39 H 0.63
40 H -0.52
41 H 0.58
42 H 0.35
43 H 0.27
44 H 0.21
45 H 0.56
46 H 0.47
47 H 0.74
48 H 0.24
49 H 0.24
50 H 0.37
51 H 0.41
52 H 0.54
53 H 0.24
54 H 0.19
55 H 0.20
56 H 0.29
57 H 0.32
58 H -0.85
59 H 0.44
60 H -0.08
61 H 0.46
62 O -0.64
63 C 0.97
64 C -0.91
65 C 0.33
66 O -0.39
67 C 0.89
68 O -0.64
69 C -1.03
70 C 0.25
71 O -0.56
72 H 0.62
73 H 0.38
74 H 0.44
75 H 0.38
76 O -0.64
77 C 1.14
78 C -1.00
79 C 0.62
80 O -0.55
81 C 0.91
82 O -0.51
83 C -1.16
84 C 0.29
85 O -0.58
86 H 0.43
87 H 0.44
88 H 0.43
89 H 0.37

=====

Let's list energy in order: -4128.27601 -2888.10746 -3689.85655 hartree.